No. 1
{
  "formula": "CH4N2O3P",
  "method": "ωB97M-V with the def2-TZVPD basis set",
  "elements": ["H", "H", "H", "H", "C", "O", "P", "O", "O", "N", "N"],
  "coordinates": [[-0.4657, -1.5779, -0.6321], [0.8679, -0.9812, 0.4591], [-0.1538, 3.0455, -0.2152], [0.1906, -0.0561, -0.6251], [-0.0925, -0.8468, 0.0591], [-1.3813, 0.9389, 3.1932], [-0.3591, 0.4866, 2.2111], [0.9261, -0.0622, 2.7639], [-1.0840, -0.4190, 1.0114], [-0.4668, 2.1486, 0.1258], [0.0490, 1.9653, 1.2448]],
  "nbo_charge": [0.1687, 0.2010, 0.2751, 0.1663, -0.2839, -1.1474, 2.3780, -1.1526, -0.8054, -0.3611, -0.4389],
  "e_above_lowest_ev": 2.2561,
  "e_lumo_ha": 0.1525,
  "homo_energy_ev": -4.49,
  "e_tot_ha": -717.186384,
  "homo_lumo_gap_ev": 8.644,
  "total_charge": -1,
  "smiles": "[H]/N=N/[P@@](=O)([O-])OC"
}

No. 2
{
  "formula": "C4H12N2",
  "method": "ωB97M-V with the def2-TZVPD basis set",
  "elements": ["H", "H", "H", "H", "N", "H", "N", "H", "H", "C", "H", "C", "H", "H", "H", "C", "C", "H"],
  "coordinates": [[-0.7976, 0.9187, 2.0641], [0.6340, 1.7072, -1.8896], [-1.1809, -0.2336, -1.8994], [-2.0318, -0.2269, 1.5556], [-0.6561, 0.3385, 0.0585], [1.2711, 0.0712, -2.1309], [-0.1386, -1.0519, 1.9036], [1.6149, -0.1881, 0.2957], [1.0727, 1.4666, 0.5859], [-1.1750, -0.6404, -0.8834], [2.3331, 1.3374, -1.5109], [-0.9739, 0.0410, 1.4321], [-2.2138, -0.9124, -0.6543], [-0.5883, -1.5692, -0.9083], [0.7718, -0.7588, 2.2447], [1.3083, 0.9508, -1.4795], [0.9328, 0.5914, -0.0533], [-0.1827, -1.8416, 1.2695]],
  "nbo_charge": [0.1833, 0.2149, 0.2034, 0.1836, -0.4535, 0.2031, -0.8775, 0.1790, 0.1934, -0.4289, 0.2139, -0.0545, 0.2049, 0.1555, 0.3676, -0.6253, -0.2243, 0.3614],
  "e_above_lowest_ev": 1.1850,
  "e_lumo_ha": 0.0392,
  "homo_energy_ev": -8.21,
  "e_tot_ha": -269.072799,
  "homo_lumo_gap_ev": 9.281,
  "total_charge": 0,
  "smiles": "CCN(C)CN"
}

No. 3
{
  "formula": "C44H34N4O4",
  "method": "ωB97M-V with the def2-TZVPD basis set",
  "elements": ["C", "C", "C", "H", "C", "H", "H", "H", "H", "C", "C", "H", "C", "C", "H", "H", "C", "C", "C", "H", "H", "H", "C", "C", "C", "C", "H", "H", "H", "C", "O", "C", "H", "H", "H", "C", "N", "H", "O", "C", "C", "C", "O", "C", "C", "C", "C", "H", "O", "C", "C", "C", "H", "C", "C", "C", "C", "H", "C", "H", "H", "C", "C", "N", "H", "C", "C", "H", "C", "N", "C", "C", "H", "H", "H", "C", "N", "C", "C", "H", "C", "H", "H", "H", "H", "H"],
  "coordinates": [[2.5799, 3.0682, 3.6953], [-0.4119, -0.4368, 3.0266], [-3.3311, -4.9166, -2.2383], [-1.8287, -5.1070, 2.5233], [-3.2631, -7.1237, -3.1968], [-7.7681, -0.6635, -3.0475], [-6.5589, -4.1868, -0.9811], [-0.8796, -5.1699, -4.5601], [-0.5084, 3.8546, 3.8522], [2.2998, 2.5256, 4.9477], [4.9193, 3.0566, 4.1838], [0.6387, -5.2526, 8.9546], [-2.2007, -4.3172, 1.8947], [-4.9859, -3.0707, -1.8866], [-2.9310, -5.6495, 0.4128], [-0.2475, -5.3510, 6.6633], [-2.0092, -2.9764, 2.2974], [1.6861, -5.3723, 5.7137], [-3.8197, -6.2194, -2.3184], [-2.2532, 6.0319, 7.0682], [-8.3392, -2.6610, -1.7331], [-1.9688, 5.6637, 4.6529], [-3.2068, -2.2853, 0.3113], [-0.6293, 4.0257, 4.9069], [3.5528, -5.3242, 7.2548], [-0.7402, -1.4826, 3.9189], [-2.5013, -0.9436, 1.7876], [-3.6142, -1.5066, -0.3082], [1.7700, 3.2709, 3.0178], [-2.8188, -4.6228, 0.7140], [4.4418, -5.2272, 9.8198], [2.6785, -5.2425, 8.3298], [4.0860, 3.7110, 2.3336], [3.1472, 1.8227, 6.7718], [-4.6368, -6.5076, -1.6809], [-2.2523, -4.5608, -3.0463], [-3.9400, -3.9297, -1.3655], [-0.5423, -0.5847, 1.9699], [2.4394, -4.9004, 10.6106], [-2.2141, -6.7448, -4.0137], [-7.3120, -2.4612, -1.9910], [-1.7044, -5.4633, -3.9303], [1.3364, -5.5249, 2.1505], [3.0744, -5.3957, 5.9784], [-0.9649, 4.4190, 7.6178], [1.3070, -5.2660, 8.1067], [0.1175, -0.1254, 5.7338], [-3.6500, -1.7330, -2.8777], [3.1867, -5.4780, 3.2933], [0.8155, -5.3262, 6.8315], [-0.4189, -1.2981, 5.2824], [-1.4513, 5.0337, 5.3581], [0.3873, 1.5144, 2.7941], [-1.6155, 5.2383, 6.7141], [0.1410, 0.7262, 3.4823], [-2.5581, -1.9692, 1.4720], [-6.9905, -1.3374, -2.7276], [0.1156, -5.3708, 4.2782], [-4.6785, -1.9384, -2.6395], [-5.4209, -0.1826, -3.5941], [-3.6456, -8.1307, -3.2464], [4.6558, 2.5240, 5.4308], [3.8782, 3.3220, 3.3163], [3.2179, -5.1163, 9.6724], [0.3666, 2.7662, 7.8670], [-6.3209, -3.3199, -1.5723], [1.1771, -5.3968, 4.4196], [5.4671, 2.3012, 6.1033], [0.3956, 0.9196, 4.8455], [0.9441, 2.1695, 5.3206], [-5.6717, -1.0753, -3.0450], [-0.1383, 3.4121, 7.1701], [5.9363, 3.2509, 3.8849], [3.7596, -5.4662, 5.1532], [0.3454, 0.0071, 6.7772], [-3.3302, -3.6147, -0.1105], [1.9443, -5.4672, 3.2352], [0.0507, 3.2057, 5.8052], [-1.3270, -2.7045, 3.5093], [-1.1062, 4.5665, 8.6760], [3.3597, 2.2595, 5.8117], [-1.8530, -3.5653, -2.9687], [-0.6190, -2.0960, 5.9754], [4.6127, -5.3249, 7.4582], [-1.2539, -3.5223, 4.2078], [-1.7950, -7.4480, -4.7153]],
  "lowdin_charge": [-0.0292, 0.0012, -0.2078, 0.1220, -0.0738, 0.1052, 0.1151, 0.1085, 0.1034, -0.1984, -0.0830, 0.1108, 0.0265, -0.2110, 0.1218, 0.0964, -0.1859, -0.2257, -0.0212, 0.1032, 0.1069, 0.1040, 0.0183, -0.0209, -0.0073, -0.1827, 0.1111, 0.1114, 0.0964, 0.0252, 0.0300, -0.1831, 0.1043, 0.1132, 0.1134, -0.0125, 0.0183, 0.1128, 0.0261, -0.0765, -0.0752, -0.0706, -0.0594, -0.0180, -0.0799, -0.0289, 0.0268, 0.1124, -0.0304, -0.0560, 0.0190, -0.0818, 0.1077, -0.0868, 0.0180, 0.0000, -0.0802, 0.0727, -0.0330, 0.1068, 0.1072, -0.0760, -0.0792, -0.3499, 0.1107, -0.0088, -0.0531, 0.1067, -0.1446, -0.0206, -0.0748, -0.0145, 0.1044, 0.0874, 0.1232, -0.1401, -0.4309, -0.1963, 0.1307, 0.1051, -0.0092, 0.1119, 0.1227, 0.1152, 0.1167, 0.1066],
  "e_lumo_ha": -0.1088,
  "homo_energy_ev": -6.05,
  "e_tot_ha": -2216.779891,
  "homo_lumo_gap_ev": 3.086,
  "total_charge": 0
}

No. 4
{
  "formula": "C5H10INO2Si",
  "method": "ωB97M-V with the def2-TZVPD basis set",
  "elements": ["O", "H", "H", "C", "H", "H", "H", "O", "C", "C", "I", "H", "H", "Si", "H", "H", "N", "H", "C", "C"],
  "coordinates": [[3.5012, -1.6377, 1.9249], [-2.4355, 0.6894, 1.4255], [-1.4336, 2.0247, 1.6575], [1.5245, -1.5983, 0.7832], [-2.0647, -1.3186, -0.1724], [-0.0312, 1.5781, -2.6488], [-0.3690, 2.8548, -1.5231], [2.1983, -3.3552, 1.8255], [1.1550, -0.1945, 0.6973], [-1.4320, -1.0595, -1.1056], [2.0532, 1.2112, 1.9412], [-1.0251, -1.8258, -1.8273], [-2.4331, 1.9608, 0.1173], [-0.3800, 0.4474, -0.4104], [1.2454, 2.0917, -1.6001], [1.0591, -2.2387, 0.1415], [2.5184, -2.1998, 1.5106], [-2.0751, -0.5660, -1.9006], [0.1528, 1.8294, -1.6240], [-1.7287, 1.3068, 0.7879]],
  "nbo_charge": [-0.3655, 0.2439, 0.2410, -0.0650, 0.2623, 0.2461, 0.2530, -0.4561, -0.7991, -1.1101, 0.6300, 0.2614, 0.2362, 1.6049, 0.2524, 0.2227, 0.3674, 0.2454, -1.1396, -1.1311],
  "e_lumo_ha": [-0.0028, -0.1664],
  "s_squared": 2.02,
  "homo_energy_ev": [-6.66, -8.99],
  "multiplicity": 3,
  "e_tot_ha": -988.651685,
  "homo_lumo_gap_ev": [6.581, 4.457],
  "total_charge": 0
}

No. 5
{
  "formula": "C44H42AsN3O2S2V",
  "method": "ωB97M-V with the def2-TZVPD basis set",
  "elements": ["H", "C", "C", "H", "C", "C", "C", "C", "O", "H", "N", "C", "H", "C", "H", "C", "H", "H", "H", "H", "H", "H", "H", "C", "C", "C", "C", "C", "C", "H", "C", "C", "C", "H", "H", "C", "C", "As", "C", "H", "C", "H", "H", "C", "H", "S", "C", "C", "H", "H", "H", "H", "H", "C", "C", "H", "H", "H", "H", "C", "C", "N", "C", "C", "H", "C", "O", "C", "H", "C", "C", "H", "C", "H", "H", "C", "H", "H", "C", "H", "N", "H", "H", "H", "H", "C", "H", "H", "C", "V", "C", "C", "C", "S", "C"],
  "coordinates": [[3.3917, -4.0031, -3.2000], [4.5258, 2.8920, -2.5685], [3.7375, 2.3482, -1.5470], [1.7430, 0.2662, -3.4903], [4.6274, -3.5583, -1.4730], [4.0904, -1.4905, -0.3183], [3.3083, 1.4195, 1.8554], [-0.0309, -1.1310, 3.8294], [0.5011, 4.1013, 0.3300], [5.9409, 0.2463, 3.6453], [-0.0933, -2.9224, 0.4800], [-5.6738, -0.1299, 0.3492], [-6.8805, 0.7035, -1.1949], [-1.2705, -3.6149, 0.1264], [5.9749, -1.4182, 1.7197], [-4.7732, 0.5212, -1.7628], [-2.8011, -1.9497, -3.2849], [-3.2497, -1.1508, 2.4568], [-2.5809, 1.1816, -2.8655], [5.3743, 3.5319, -2.3393], [0.8008, -6.0598, 0.9030], [-2.1526, -0.7514, -4.4635], [-1.5726, -0.0639, -2.0817], [-3.3642, 4.3516, 0.8175], [1.7863, -2.1792, 4.9365], [-3.6618, 5.8205, -1.1112], [2.4790, 1.0760, -3.2615], [-4.4346, -0.6479, 0.7455], [-2.3417, -2.7700, -0.2030], [1.7412, 4.7975, -1.9716], [0.6107, -3.1265, 5.1403], [3.1688, 1.7465, -4.2710], [3.5785, -3.3002, -2.3815], [-5.8125, -2.6947, 1.7416], [5.8135, -2.7880, 0.1326], [5.2501, 0.3172, 2.7910], [-4.1224, 5.2096, 0.0750], [1.9379, 0.2466, -0.5743], [4.2101, 2.6196, -3.9443], [0.2698, 5.6650, -2.4822], [2.7547, -2.1892, -2.1843], [-4.9279, -0.6533, 2.7904], [2.8980, 1.6295, -5.3154], [3.2973, 0.4474, 0.8402], [-4.2827, 6.4029, -1.7869], [-0.7840, -0.0085, 2.8096], [0.3120, -5.1250, 0.6720], [-4.2940, -1.2280, 2.1257], [-6.4363, 0.0001, 1.0859], [-3.7900, 4.0048, 1.7592], [2.5110, 2.1706, 1.7809], [2.6912, -2.6453, 4.5464], [1.8509, -3.5557, 1.1171], [0.6368, 4.7632, -2.0199], [2.9951, -1.2855, -1.1559], [5.1589, -4.5268, -1.5138], [0.5369, -3.5230, 6.1521], [3.8756, 2.5991, -0.4922], [-3.8770, -0.7126, -4.0051], [5.2874, -0.6022, 1.7465], [4.2591, -0.5565, 0.7844], [-2.1823, -1.4875, 0.0386], [-5.8547, 0.3760, -0.9381], [0.8386, -3.8476, 0.7816], [-4.8761, 1.1223, -2.6787], [-3.5137, 0.0106, -1.4364], [-1.7107, 2.7613, 0.6980], [-3.3587, -0.6758, -0.1864], [0.3766, 3.9109, -2.7065], [-4.7673, -2.6739, 2.0768], [2.7542, 1.3954, -1.9339], [-4.1608, -3.2622, 1.3693], [-2.2955, 5.6311, -1.3783], [4.2786, 2.0760, 3.7022], [-1.8145, 6.1983, -2.1944], [4.2821, 1.3484, 2.8590], [-5.1646, 5.4298, 0.3736], [4.7258, 3.1353, -4.7418], [-2.1799, 3.8478, 0.3118], [-3.1785, -3.1929, -0.8274], [1.2807, -1.2061, 3.9768], [-4.7010, -3.2389, 3.0190], [1.9308, -1.9540, -2.8621], [0.6171, -3.9780, 4.4489], [-1.6760, -5.8201, -0.0768], [-2.8668, -0.8941, -3.6190], [2.0128, -1.6970, 5.9045], [1.8929, -0.5701, 3.4675], [-1.5351, 4.7096, -0.6684], [-0.2972, -0.9678, 0.7852], [-0.0366, 4.5123, -0.7004], [-1.0250, -5.0207, 0.2130], [4.9295, -2.6238, -0.4822], [-0.9130, -2.2071, 4.9129], [-2.5304, 0.1350, -2.5298]],
  "lowdin_charge": [0.1130, -0.0459, -0.0754, 0.1057, -0.0619, -0.2093, -0.1024, -0.9948, 0.0111, 0.1143, -0.1060, -0.0227, 0.1249, -0.2760, 0.0979, -0.0427, 0.0752, 0.0481, 0.1346, 0.1077, 0.1040, 0.0816, 0.0750, -0.0667, -0.1726, -0.1290, -0.1246, -0.1719, -0.0528, 0.0731, -0.4205, -0.0746, -0.0604, 0.0880, 0.1085, -0.0666, -0.1293, 1.3602, -0.0488, 0.0593, -0.0980, 0.1173, 0.1098, -0.3447, 0.0810, 0.7471, -0.0667, -0.2001, 0.1134, 0.1036, 0.1185, 0.1353, 0.1236, -0.0251, -0.3389, 0.1181, 0.0876, 0.1016, 0.0773, -0.0056, -0.2109, -0.0204, -0.0495, -0.1494, 0.1354, -0.1779, -0.0956, -0.1456, 0.0984, -0.0798, -0.3624, 0.0537, -0.0826, 0.1232, 0.0996, -0.0699, 0.1011, 0.1041, -0.4812, 0.1809, -0.0111, 0.0776, 0.1004, 0.0901, 0.1118, -0.0761, 0.1413, 0.1381, -0.1163, 0.7531, -0.4031, 0.0367, -0.0099, 1.0231, -0.2090],
  "e_above_lowest_ev": 4.6242,
  "e_lumo_ha": [-0.1955, -0.1656],
  "s_squared": 2.04,
  "homo_energy_ev": [-7.16, -7.18],
  "multiplicity": 3,
  "e_tot_ha": -5992.426225,
  "homo_lumo_gap_ev": [1.840, 2.674],
  "total_charge": 1
}

Number 1: maximum force 2.1 eV Å⁻¹. Number 2: maximum force 2.7 eV Å⁻¹. Number 3: maximum force 1.8 eV Å⁻¹. Number 4: maximum force 5.2 eV Å⁻¹. Number 5: maximum force 2.5 eV Å⁻¹.